Entry 1:
DFT (wB97M-V/def2-TZVPD) results for a molecular structure, C55H43F3GeIrP3 at a distorted geometry.

```
! RIJCOSX wB97M-V def2-TZVPD def2/J DEFGRID3
* xyz 2 1
Ir -0.118 0.050 0.678
F -0.324 0.010 -4.372
Ge -0.160 0.043 -2.616
C -1.825 -0.881 -2.248
C -2.784 -0.638 -3.236
C -4.006 -1.301 -3.213
C -4.282 -2.228 -2.219
C -3.349 -2.470 -1.222
C -2.128 -1.799 -1.226
P -1.001 -2.104 0.145
C -1.990 -2.660 1.540
C -2.292 -4.015 1.695
C -3.086 -4.427 2.754
C -3.583 -3.495 3.658
C -3.293 -2.147 3.505
C -2.494 -1.731 2.451
C 0.076 -3.475 -0.323
C 0.693 -4.256 0.657
C 1.576 -5.261 0.295
C 1.850 -5.494 -1.047
C 1.229 -4.733 -2.028
C 0.341 -3.728 -1.669
C 1.533 -0.904 -2.507
C 1.894 -1.501 -3.718
C 3.072 -2.232 -3.834
C 3.909 -2.380 -2.745
C 3.578 -1.783 -1.538
C 2.402 -1.044 -1.409
P 2.118 -0.245 0.181
C 3.060 -1.143 1.427
C 4.435 -0.915 1.561
C 5.172 -1.632 2.485
C 4.548 -2.579 3.292
C 3.185 -2.805 3.171
C 2.445 -2.086 2.243
C 2.832 1.398 0.127
C 2.878 2.108 -1.074
C 3.378 3.402 -1.092
C 3.839 3.986 0.081
C 3.786 3.287 1.282
C 3.270 2.001 1.312
C -0.073 1.964 -2.453
C 0.452 2.575 -3.597
C 0.554 3.957 -3.685
C 0.134 4.755 -2.633
C -0.381 4.170 -1.487
C -0.488 2.781 -1.388
P -1.223 2.107 0.116
C -3.004 2.049 -0.140
C -3.734 0.887 0.081
C -5.106 0.868 -0.140
C -5.745 2.015 -0.585
C -5.018 3.182 -0.809
C -3.652 3.202 -0.590
C -0.924 3.384 1.367
C 0.386 3.820 1.564
C 0.671 4.731 2.569
C -0.352 5.213 3.380
C -1.656 4.786 3.181
C -1.945 3.869 2.176
H -2.576 0.057 -4.036
H -4.738 -1.096 -3.984
H -5.225 -2.758 -2.211
H -3.585 -3.177 -0.436
H -1.916 -4.746 0.991
H -3.311 -5.478 2.878
H -4.203 -3.824 4.483
H -3.679 -1.421 4.209
H -2.276 -0.679 2.345
H 0.474 -4.094 1.705
H 2.043 -5.869 1.059
H 2.532 -6.286 -1.329
H 1.421 -4.930 -3.075
H -0.166 -3.169 -2.444
H 1.252 -1.395 -4.580
H 3.327 -2.685 -4.784
H 4.824 -2.953 -2.827
H 4.243 -1.908 -0.695
H 4.932 -0.177 0.942
H 6.234 -1.447 2.585
H 5.127 -3.133 4.019
H 2.695 -3.531 3.807
H 1.385 -2.249 2.166
H 2.547 1.651 -1.994
H 3.420 3.948 -2.026
H 4.253 4.986 0.059
H 4.149 3.743 2.195
H 3.221 1.466 2.253
H 0.771 1.966 -4.433
H 0.960 4.409 -4.582
H 0.203 5.834 -2.702
H -0.684 4.801 -0.662
H -3.243 -0.009 0.432
H -5.669 -0.041 0.034
H -6.814 2.007 -0.757
H -5.519 4.076 -1.158
H -3.096 4.116 -0.767
H 1.179 3.464 0.919
H 1.688 5.074 2.713
H -0.131 5.926 4.164
H -2.453 5.165 3.807
H -2.964 3.532 2.034
F 0.275 -0.589 3.217
C 0.057 0.568 2.576
F -1.119 1.064 3.024
H 0.870 1.279 2.737
*
```

Values from the calculation:
DFT total energy: -153095.836 eV
highest occupied orbital energy (alpha / beta): -13.19 / -13.19 eV
Kohn-Sham gap (alpha / beta): 5.9 / 5.9 eV
LUMO energy (alpha / beta): -7.311 / -7.306 eV

Results of the Löwdin charge analysis, in e, for atoms 1 through 6:
1. Ir 0.75
2. F -0.26
3. Ge 0.90
4. C -0.26
5. C -0.07
6. C -0.03



Entry 2:
DFT (wB97M-V/def2-TZVPD) results for 4 unconnected molecules or ions with the total composition C55H43INO13P at a distorted geometry.

```
! RIJCOSX wB97M-V def2-TZVPD def2/J DEFGRID3
* xyz 0 1
C 12.556 -1.855 -2.941
C 11.534 -1.867 -3.620
C 10.163 -1.839 -4.404
C 9.034 -1.357 -3.339
O 9.804 -0.428 -2.539
C 8.524 -2.708 -2.588
O 9.295 -3.481 -2.052
N 7.055 -2.833 -2.697
C 6.620 -1.402 -2.790
I 6.987 -0.742 -0.688
C 5.070 -1.085 -2.938
C 4.349 -1.824 -4.149
C 2.781 -1.952 -3.737
C 1.832 -1.143 -4.720
O 0.511 -1.770 -4.636
C -0.467 -0.826 -4.252
C -1.416 -1.072 -2.989
O -0.661 0.208 -4.878
C 7.634 -0.885 -3.907
P 7.429 0.820 -4.633
O 8.552 1.001 -5.642
O 7.413 2.061 -3.515
O 6.008 0.827 -5.553
H 13.270 -1.699 -2.087
H 9.904 -2.831 -4.872
H 10.254 -0.987 -5.143
H 9.213 0.325 -2.331
H 6.604 -3.392 -1.967
H 4.981 0.051 -3.050
H 4.593 -1.321 -1.932
H 4.353 -1.157 -5.072
H 4.747 -2.866 -4.357
H 2.597 -1.528 -2.691
H 2.561 -3.057 -3.667
H 2.226 -1.130 -5.783
H 1.794 -0.061 -4.355
H -1.389 -2.153 -2.642
H -2.472 -0.844 -3.357
H -1.209 -0.336 -2.161
H 7.454 -1.634 -4.756
H 8.337 2.406 -3.522
H 6.215 1.261 -6.414
O -4.752 -2.444 5.158
C -4.241 -2.299 4.064
C -4.409 -3.330 3.010
C -5.177 -4.463 3.273
C -5.373 -5.414 2.280
C -4.803 -5.238 1.021
C -4.023 -4.119 0.761
C -3.819 -3.165 1.757
C -2.970 -1.984 1.476
O -2.412 -1.868 0.399
C -2.818 -0.943 2.519
C -2.052 0.191 2.253
C -1.931 1.187 3.213
C -2.574 1.056 4.441
C -3.327 -0.080 4.715
C -3.447 -1.085 3.757
H -5.627 -4.603 4.250
H -5.975 -6.293 2.485
H -4.967 -5.975 0.243
H -3.578 -3.989 -0.219
H -1.553 0.300 1.297
H -1.337 2.070 3.003
H -2.486 1.839 5.185
H -3.823 -0.177 5.674
O 3.122 6.318 8.599
C 2.389 5.577 7.971
C 1.505 6.116 6.909
C 1.532 7.478 6.616
C 0.737 7.984 5.596
C -0.087 7.133 4.865
C -0.130 5.778 5.165
C 0.661 5.267 6.191
C 0.596 3.822 6.516
O -0.180 3.090 5.927
C 1.493 3.280 7.563
C 1.467 1.917 7.853
C 2.327 1.394 8.810
C 3.217 2.230 9.479
C 3.236 3.591 9.203
C 2.371 4.121 8.248
H 2.176 8.144 7.179
H 0.763 9.044 5.367
H -0.698 7.528 4.060
H -0.777 5.120 4.595
H 0.779 1.261 7.331
H 2.308 0.333 9.031
H 3.895 1.819 10.219
H 3.930 4.237 9.730
O -7.124 1.850 -4.178
C -7.374 0.692 -3.897
C -8.247 -0.125 -4.774
C -8.767 0.434 -5.940
C -9.553 -0.336 -6.787
C -9.822 -1.666 -6.475
C -9.320 -2.221 -5.305
C -8.536 -1.451 -4.449
C -8.020 -2.047 -3.193
O -8.318 -3.186 -2.883
C -7.131 -1.237 -2.327
C -6.610 -1.798 -1.162
C -5.750 -1.059 -0.361
C -5.407 0.242 -0.720
C -5.935 0.809 -1.872
C -6.804 0.073 -2.676
H -8.556 1.467 -6.191
H -9.953 0.099 -7.697
H -10.425 -2.270 -7.144
H -9.537 -3.256 -5.064
H -6.870 -2.812 -0.880
H -5.344 -1.498 0.542
H -4.727 0.815 -0.098
H -5.666 1.824 -2.144
*
```

Values from the calculation:
SMILES: C#CC[C@]1(O)C(=O)N[C@](I)(CCCCOC(C)=O)[C@H]1P(=O)(O)O.O=C1c2ccccc2C(=O)c2ccccc21.O=C1c2ccccc2C(=O)c2ccccc21.O=C1c2ccccc2C(=O)c2ccccc21
DFT total energy: -103229.174 eV
highest occupied orbital energy: -9.44 eV
Kohn-Sham gap: 8.2 eV
LUMO energy: -1.233 eV

Results of the Löwdin charge analysis, in e, for atoms 1 through 6:
1. C 0.07
2. C -0.11
3. C -0.07
4. C -0.39
5. O -0.06
6. C -0.41



Entry 3:
DFT (wB97M-V/def2-TZVPD) results for a molecular structure, C55H43NOP3PtS2 at a distorted geometry.

```
! RIJCOSX wB97M-V def2-TZVPD def2/J DEFGRID3
* xyz 1 1
Pt -0.125 -0.391 0.016
O 0.671 2.297 2.770
S 0.286 1.873 1.428
C 1.328 2.858 0.321
C 2.025 3.908 0.893
C 2.781 4.750 0.098
C 2.804 4.551 -1.274
C 2.137 3.477 -1.834
C 1.422 2.581 -1.039
P 0.663 1.074 -1.755
C -0.184 1.741 -3.215
C -0.330 0.930 -4.338
C -0.892 1.444 -5.491
C -1.328 2.760 -5.528
C -1.243 3.549 -4.392
C -0.688 3.040 -3.233
C 2.027 0.150 -2.570
C 2.157 -1.204 -2.274
C 3.102 -1.979 -2.920
C 3.948 -1.403 -3.851
C 3.813 -0.061 -4.171
C 2.849 0.708 -3.547
C -1.277 2.768 1.119
C -1.335 4.109 1.457
C -2.534 4.796 1.366
C -3.674 4.135 0.934
C -3.614 2.797 0.596
C -2.415 2.091 0.699
P -2.381 0.299 0.339
C -3.270 -0.441 1.750
C -2.602 -1.326 2.588
C -3.238 -1.859 3.696
C -4.559 -1.532 3.955
C -5.244 -0.689 3.095
C -4.606 -0.138 1.999
C -3.527 0.111 -1.042
C -3.507 1.032 -2.087
C -4.367 0.878 -3.156
C -5.240 -0.198 -3.197
C -5.230 -1.139 -2.180
C -4.368 -0.997 -1.109
H 1.962 4.044 1.963
H 3.330 5.566 0.541
H 3.346 5.230 -1.914
H 2.152 3.342 -2.904
H 0.011 -0.095 -4.305
H -0.977 0.821 -6.368
H -1.732 3.170 -6.441
H -1.596 4.569 -4.414
H -0.626 3.657 -2.345
H 1.490 -1.664 -1.552
H 3.170 -3.035 -2.711
H 4.701 -2.000 -4.342
H 4.443 0.386 -4.926
H 2.738 1.739 -3.844
H -0.445 4.604 1.812
H -2.578 5.839 1.636
H -4.616 4.660 0.876
H -4.501 2.288 0.249
H -1.583 -1.613 2.359
H -2.701 -2.528 4.351
H -5.058 -1.943 4.819
H -6.283 -0.459 3.277
H -5.153 0.510 1.331
H -2.821 1.867 -2.052
H -4.357 1.602 -3.957
H -5.923 -0.307 -4.026
H -5.896 -1.987 -2.221
H -4.348 -1.737 -0.322
S -0.938 -4.356 -2.427
C -0.995 -2.870 -1.875
N -1.083 -1.752 -1.513
C 0.269 -6.082 1.932
C 1.492 -5.615 2.393
C 1.820 -4.278 2.266
C 0.933 -3.402 1.648
C -0.292 -3.875 1.186
C -0.626 -5.210 1.336
P 1.307 -1.633 1.447
C 1.554 -1.069 3.166
C 0.552 -0.382 3.842
C 0.727 -0.015 5.164
C 1.903 -0.326 5.822
C 2.912 -0.996 5.149
C 2.742 -1.367 3.830
C 3.020 -1.579 0.825
C 3.643 -2.658 0.205
C 4.954 -2.543 -0.225
C 5.633 -1.344 -0.086
C 4.998 -0.251 0.484
C 3.699 -0.366 0.939
H 0.023 -7.128 2.030
H 2.193 -6.298 2.847
H 2.769 -3.919 2.637
H -0.978 -3.195 0.694
H -1.580 -5.570 0.979
H -0.362 -0.106 3.334
H -0.054 0.523 5.677
H 2.044 -0.032 6.851
H 3.837 -1.229 5.655
H 3.545 -1.872 3.310
H 3.111 -3.591 0.076
H 5.452 -3.391 -0.671
H 6.660 -1.262 -0.413
H 5.518 0.689 0.584
H 3.217 0.480 1.416
*
```

Values from the calculation:
DFT total energy: -114049.712 eV
highest occupied orbital energy (alpha / beta): -10.10 / -10.03 eV
Kohn-Sham gap (alpha / beta): 5.7 / 5.5 eV
LUMO energy (alpha / beta): -4.397 / -4.487 eV

Results of the Löwdin charge analysis, in e, for atoms 1 through 6:
1. Pt 0.62
2. O -0.40
3. S 0.88
4. C -0.36
5. C -0.07
6. C -0.04



Entry 4:
DFT (wB97M-V/def2-TZVPD) results for a molecular structure, C55H44EuN3O6P2S2 at a distorted geometry.

```
! RIJCOSX wB97M-V def2-TZVPD def2/J DEFGRID3
* xyz -1 8
Eu -0.944 1.489 -0.653
O 1.140 -0.566 -4.045
S 1.071 -0.623 -2.591
C 0.819 -2.352 -2.128
C 1.684 -3.320 -2.611
C 1.515 -4.691 -2.213
C 0.580 -4.950 -1.242
C -0.236 -3.934 -0.776
C -0.253 -2.620 -1.253
P -1.701 -1.561 -1.106
C -2.623 -2.366 -2.534
C -2.077 -3.392 -3.337
C -2.787 -3.971 -4.380
C -4.095 -3.552 -4.627
C -4.593 -2.534 -3.919
C -3.915 -1.962 -2.822
C -2.551 -2.364 0.349
C -3.193 -3.600 0.345
C -3.940 -4.014 1.443
C -4.096 -3.220 2.528
C -3.500 -1.980 2.523
C -2.743 -1.547 1.454
C 2.799 -0.695 -2.106
C 3.741 -0.767 -3.160
C 5.046 -0.743 -2.897
C 5.504 -0.549 -1.594
C 4.609 -0.397 -0.531
C 3.208 -0.418 -0.803
P 1.932 -0.122 0.507
C 1.862 -1.858 1.135
C 2.908 -2.821 1.081
C 2.795 -4.043 1.715
C 1.595 -4.449 2.297
C 0.518 -3.520 2.318
C 0.675 -2.251 1.801
C 2.902 0.912 1.661
C 2.661 2.260 1.503
C 3.508 3.178 2.021
C 4.549 2.812 2.864
C 4.689 1.467 3.219
C 3.882 0.499 2.567
H 2.525 -3.046 -3.189
H 2.153 -5.463 -2.657
H 0.529 -5.996 -0.888
H -0.983 -4.203 -0.051
H -1.077 -3.731 -3.151
H -2.302 -4.782 -4.912
H -4.590 -3.995 -5.500
H -5.590 -2.159 -4.197
H -4.431 -1.178 -2.287
H -3.097 -4.317 -0.478
H -4.399 -4.976 1.335
H -4.671 -3.529 3.380
H -3.613 -1.322 3.324
H -2.244 -0.533 1.412
H 3.333 -0.769 -4.165
H 5.752 -0.738 -3.718
H 6.597 -0.496 -1.415
H 4.910 -0.351 0.493
H 3.794 -2.591 0.565
H 3.635 -4.738 1.610
H 1.493 -5.420 2.727
H -0.374 -3.800 2.882
H -0.145 -1.569 1.948
H 1.847 2.553 0.867
H 3.309 4.218 1.783
H 5.126 3.584 3.325
H 5.445 1.200 3.896
H 4.016 -0.554 2.797
C -4.646 1.560 -3.781
C -3.979 1.526 -2.427
O -2.733 1.666 -2.370
C -4.787 1.363 -1.313
C -4.428 1.585 0.074
C -5.617 1.911 0.951
N -3.209 1.564 0.522
N -3.140 1.782 1.868
C -1.959 1.601 2.366
O -0.960 1.213 1.610
C -1.824 1.681 3.844
C -0.570 1.395 4.400
C -0.451 1.255 5.804
C -1.557 1.317 6.619
C -2.780 1.759 6.065
C -2.920 1.929 4.740
H -3.935 1.867 -4.529
H -5.489 2.242 -3.718
H -4.986 0.531 -4.062
H -5.862 1.326 -1.464
H -5.607 2.875 1.410
H -5.646 1.169 1.784
H -6.499 1.780 0.368
H 0.243 1.231 3.705
H 0.529 0.998 6.199
H -1.520 1.167 7.710
H -3.682 1.762 6.723
H -3.872 2.309 4.267
O 0.337 3.829 -1.126
C 1.514 3.918 -1.526
N 2.095 2.925 -2.204
S 3.655 3.174 -2.445
O 3.980 3.012 -3.829
O 4.352 2.466 -1.413
C 3.657 4.843 -1.989
C 4.634 5.801 -2.174
C 4.419 7.021 -1.475
C 3.277 7.212 -0.688
C 2.273 6.264 -0.624
C 2.475 5.070 -1.326
H 5.549 5.752 -2.687
H 5.220 7.720 -1.564
H 3.249 8.083 -0.039
H 1.307 6.385 0.006
*
```

Values from the calculation:
DFT total energy: -134083.760 eV
highest occupied orbital energy (alpha / beta): -3.99 / -4.18 eV
<S²>: 15.76
Kohn-Sham gap (alpha / beta): 6.3 / 6.5 eV
LUMO energy (alpha / beta): 2.281 / 2.282 eV

Results of the Löwdin charge analysis, in e, for atoms 1 through 6:
1. Eu 1.45
2. O -0.48
3. S 0.88
4. C -0.38
5. C -0.04
6. C -0.05



The highest DFT total energy belongs to which entry? C55H43INO13P